1.
{
  "formula": "C3H3ClNO2",
  "method": "ωB97M-V with the def2-TZVPD basis set",
  "species": ["C", "C", "C", "N", "O", "O", "Cl", "H", "H", "H"],
  "xyz": [[-2.373, -0.034, 1.107], [0.759, -1.745, -0.994], [-0.063, 1.162, 0.752], [-1.303, 0.428, 0.912], [1.597, -1.545, -0.224], [-0.065, -2.370, -1.585], [0.858, 0.065, -2.189], [-0.332, 2.357, 0.866], [0.414, 0.964, -0.257], [0.507, 0.719, 1.612]],
  "mulliken_charge": [-0.31, 0.68, -0.26, 0.08, -0.44, -0.51, -0.67, 0.23, -0.05, 0.24],
  "charge": -1,
  "de_lowest_ev": 0.000,
  "total_energy_ev": -21268.3230
}



2.
{
  "formula": "C3H3ClO",
  "method": "ωB97M-V with the def2-TZVPD basis set",
  "species": ["C", "C", "Cl", "C", "O", "H", "H", "H"],
  "xyz": [[-0.697, 1.023, 0.366], [0.074, 0.107, -0.431], [1.032, 0.805, -1.638], [0.525, -1.184, -0.014], [1.453, -1.801, -0.441], [-1.350, 0.323, 0.922], [-0.916, 2.250, 0.347], [-0.122, -1.523, 0.888]],
  "mulliken_charge": [-0.47, 0.28, -0.16, 0.14, -0.43, 0.19, 0.26, 0.18],
  "de_lowest_ev": 1.376,
  "total_energy_ev": -17727.0725
}



3.
{
  "formula": "C3H3ClO2",
  "method": "ωB97M-V with the def2-TZVPD basis set",
  "species": ["O", "C", "C", "O", "C", "Cl", "H", "H", "H"],
  "xyz": [[-1.946, 0.764, 1.031], [-1.549, -0.273, 0.619], [-0.188, -0.415, -0.241], [-0.105, -1.275, -1.070], [1.147, 0.555, -0.220], [2.575, -0.548, -0.510], [-2.017, -1.289, 0.705], [1.003, 1.256, 0.688], [1.082, 1.226, -1.003]],
  "mulliken_charge": [-0.40, 0.02, 0.38, -0.42, -0.34, -0.16, 0.31, 0.30, 0.31],
  "de_lowest_ev": 1.570,
  "total_energy_ev": -19775.1190
}



4.
{
  "formula": "C3H3ClO2",
  "method": "ωB97M-V with the def2-TZVPD basis set",
  "species": ["C", "C", "O", "C", "O", "Cl", "H", "H", "H"],
  "xyz": [[-0.103, -0.209, 0.010], [-1.435, -0.148, -0.640], [-2.190, -1.099, -0.635], [-1.789, 0.989, -1.494], [-1.257, 0.696, -2.514], [-2.902, 2.215, -1.304], [0.692, 0.036, -0.636], [0.069, -1.168, 0.380], [0.317, 0.552, 0.818]],
  "mulliken_charge": [-1.10, 0.73, -0.50, 0.37, -0.38, -0.12, 0.36, 0.34, 0.30],
  "de_lowest_ev": 1.170,
  "total_energy_ev": -19775.5189
}



5.
{
  "formula": "C3H3ClO2S",
  "method": "ωB97M-V with the def2-TZVPD basis set",
  "species": ["C", "C", "C", "O", "O", "S", "Cl", "H", "H", "H"],
  "xyz": [[0.682, 1.504, 0.138], [1.531, 0.543, -0.230], [-0.290, -0.834, -0.041], [-1.485, 0.987, 1.550], [-1.830, 1.151, -0.891], [-1.025, 0.741, 0.230], [2.928, -0.012, -0.475], [1.019, 2.505, 0.195], [-0.475, -1.193, -1.073], [-0.111, -1.671, 0.697]],
  "mulliken_spin": [-0.07, 0.78, 0.90, 0.02, 0.03, 0.08, 0.20, 0.04, 0.01, 0.01],
  "multiplicity": 3,
  "de_lowest_ev": 3.507,
  "total_energy_ev": -30604.9391
}



6.
{
  "formula": "C3H3ClOS",
  "method": "ωB97M-V with the def2-TZVPD basis set",
  "species": ["O", "C", "C", "S", "C", "Cl", "H", "H", "H"],
  "xyz": [[0.771, -0.574, 1.429], [0.407, -0.078, 0.387], [1.337, 0.636, -0.475], [1.706, 0.002, -1.960], [-1.100, -0.069, -0.068], [-2.163, 0.021, 1.312], [1.852, 1.518, -0.008], [-1.174, -0.994, -0.644], [-1.233, 0.740, -0.784]],
  "mulliken_charge": [-0.46, 0.55, -0.36, -0.12, -0.38, -0.15, 0.29, 0.30, 0.34],
  "de_lowest_ev": 0.883,
  "total_energy_ev": -28563.3013
}



7.
{
  "formula": "C3H3ClS",
  "method": "ωB97M-V with the def2-TZVPD basis set",
  "species": ["C", "S", "C", "C", "Cl", "H", "H", "H"],
  "xyz": [[-1.538, 0.002, 0.067], [-0.229, -1.350, 0.068], [1.193, -0.508, 0.089], [2.268, 0.118, -0.266], [3.589, 1.078, 0.232], [-2.413, -0.556, -0.415], [-1.146, 0.695, -0.789], [-1.724, 0.522, 1.014]],
  "mulliken_charge": [-0.73, -0.10, -0.06, 0.17, -0.09, 0.27, 0.27, 0.29],
  "de_lowest_ev": 1.779,
  "total_energy_ev": -26514.1832
}



8.
{
  "formula": "C3H3ClS",
  "method": "ωB97M-V with the def2-TZVPD basis set",
  "species": ["C", "C", "C", "S", "Cl", "H", "H", "H"],
  "xyz": [[1.554, 0.423, -0.155], [2.626, 0.338, 0.385], [-2.189, -0.564, -0.107], [-0.721, -1.289, -0.066], [-2.254, 1.219, -0.104], [0.826, -0.375, -0.409], [-3.142, -1.020, -0.400], [3.298, 1.268, 0.855]],
  "mulliken_charge": [-0.13, -0.16, -0.02, -0.19, -0.11, 0.04, 0.34, 0.23],
  "de_lowest_ev": 4.324,
  "total_energy_ev": -26511.6387
}



9.
{
  "formula": "C3H3ErLiO2",
  "method": "ωB97M-V with the def2-TZVPD basis set",
  "species": ["O", "Li", "C", "C", "O", "C", "H", "H", "H", "Er"],
  "xyz": [[-0.545, 1.912, 1.466], [1.222, 2.007, 1.194], [-2.917, 2.025, 2.522], [-1.497, 2.392, 2.784], [-3.376, 3.339, 2.732], [-2.024, 3.824, 2.889], [-0.972, 1.970, 3.654], [-1.739, 4.478, 2.051], [-1.885, 4.346, 3.847], [-2.031, 0.847, 0.170]],
  "mulliken_spin": [-0.24, 0.03, 0.10, -0.03, 0.00, 0.01, -0.01, 0.00, 0.00, 4.14],
  "multiplicity": 5,
  "charge": 2,
  "de_lowest_ev": 1.471,
  "total_energy_ev": -35059.1037
}



10.
{
  "formula": "C3H3F2IO",
  "method": "ωB97M-V with the def2-TZVPD basis set",
  "species": ["C", "C", "C", "O", "F", "F", "I", "H", "H", "H"],
  "xyz": [[-2.719, 0.746, -0.068], [-3.369, 1.883, -0.112], [-0.015, -0.057, -0.717], [-0.663, 1.001, -0.219], [-4.691, 1.992, 0.101], [-2.842, 3.087, -0.092], [-3.171, -1.197, 0.012], [0.479, -0.153, -1.747], [-0.632, -0.927, -0.691], [0.678, -0.392, 0.082]],
  "mulliken_charge": [-0.11, 0.51, -0.42, -0.41, -0.20, -0.17, 0.26, 0.23, 0.04, 0.28],
  "de_lowest_ev": 3.953,
  "total_energy_ev": -18737.5624
}



11.
{
  "formula": "C3H3F2NO",
  "method": "ωB97M-V with the def2-TZVPD basis set",
  "species": ["N", "C", "C", "O", "F", "C", "F", "H", "H", "H"],
  "xyz": [[2.581, 0.601, 0.253], [1.512, 0.219, 0.197], [0.185, -0.370, -0.099], [-0.003, -0.742, -1.420], [0.210, -1.523, 0.683], [-0.980, 0.649, 0.474], [-2.127, -0.047, 0.322], [0.682, -1.293, -1.634], [-1.087, 1.602, -0.222], [-0.972, 0.905, 1.446]],
  "mulliken_charge": [-0.34, 0.03, 0.89, -0.49, -0.29, -0.48, -0.26, 0.33, 0.26, 0.35],
  "de_lowest_ev": 1.095,
  "total_energy_ev": -12130.4888
}



12.
{
  "formula": "C3H3F2NO",
  "method": "ωB97M-V with the def2-TZVPD basis set",
  "species": ["C", "C", "C", "N", "O", "F", "F", "H", "H", "H"],
  "xyz": [[0.629, -0.408, -0.200], [-0.786, -1.026, -0.205], [0.107, 1.029, 0.267], [-1.291, 0.879, 0.834], [-1.652, -0.313, 0.435], [0.938, 1.441, 1.323], [1.443, -0.607, -1.405], [1.342, -1.032, 0.408], [-0.957, -1.729, -0.904], [0.230, 1.767, -0.554]],
  "mulliken_charge": [0.10, -0.32, 0.18, -0.29, -0.03, -0.28, -0.29, 0.21, 0.48, 0.25],
  "de_lowest_ev": 5.032,
  "total_energy_ev": -12126.5527
}



13.
{
  "formula": "C3H3F2NO",
  "method": "ωB97M-V with the def2-TZVPD basis set",
  "species": ["O", "C", "C", "F", "C", "N", "F", "H", "H", "H"],
  "xyz": [[0.205, 0.410, 2.398], [0.115, 0.228, 1.235], [-0.223, -0.956, 0.245], [-1.411, -1.649, 0.496], [-0.171, 0.090, -0.956], [0.604, 0.938, -0.023], [0.949, 2.210, -0.291], [0.493, -1.677, 0.109], [0.436, -0.277, -1.841], [-0.998, 0.682, -1.372]],
  "mulliken_charge": [-0.46, 0.30, 0.34, -0.29, -0.56, 0.12, -0.20, 0.25, 0.20, 0.29],
  "de_lowest_ev": 3.131,
  "total_energy_ev": -12128.4536
}



14.
{
  "formula": "C3H3F2NO2",
  "method": "ωB97M-V with the def2-TZVPD basis set",
  "species": ["C", "N", "O", "C", "O", "C", "F", "F", "H", "H", "H"],
  "xyz": [[-3.075, -0.470, 0.010], [-2.133, 0.366, -0.033], [-0.910, -0.304, 0.160], [0.171, 0.512, 0.040], [0.169, 1.674, -0.221], [1.422, -0.319, 0.359], [1.402, -1.469, -0.373], [2.515, 0.398, 0.025], [-2.894, -1.536, 0.132], [-4.098, -0.110, -0.126], [1.477, -0.577, 1.398]],
  "mulliken_charge": [-0.22, -0.41, -0.04, 0.44, -0.44, 0.43, -0.24, -0.23, 0.28, 0.30, 0.14],
  "de_lowest_ev": 1.947,
  "total_energy_ev": -14177.5904
}



15.
{
  "formula": "C3H3F3N3",
  "method": "ωB97M-V with the def2-TZVPD basis set",
  "species": ["C", "C", "C", "N", "N", "N", "F", "F", "F", "H", "H", "H"],
  "xyz": [[-1.571, 1.263, -0.046], [-3.049, -0.630, 0.063], [-0.282, 0.415, 0.067], [-2.812, 0.545, 0.106], [-1.332, -1.733, -0.268], [-0.380, -1.013, -0.247], [-1.571, 2.215, 0.887], [-3.983, -1.439, 0.148], [-1.596, 1.864, -1.241], [0.461, 0.857, -0.610], [0.102, 0.507, 1.094], [0.554, -1.433, -0.451]],
  "mulliken_charge": [0.80, 0.71, -0.61, -0.24, -0.53, 0.43, -0.24, -0.11, -0.25, 0.33, 0.37, 0.34],
  "charge": 1,
  "de_lowest_ev": 2.814,
  "total_energy_ev": -15771.0195
}



16.
{
  "formula": "C3H3F3O",
  "method": "ωB97M-V with the def2-TZVPD basis set",
  "species": ["F", "C", "C", "F", "F", "H", "C", "O", "H", "H"],
  "xyz": [[0.050, -2.443, -0.782], [0.098, -1.119, -0.863], [1.307, -0.614, -0.923], [1.627, 0.712, -1.028], [2.442, -1.341, -0.605], [-0.761, -0.599, -1.293], [-1.237, 1.296, 1.326], [-1.690, 0.556, 0.510], [-1.356, 2.422, 1.461], [-0.480, 1.129, 2.197]],
  "mulliken_charge": [-0.23, -0.07, 0.42, -0.21, -0.22, 0.31, 0.00, -0.40, 0.21, 0.19],
  "de_lowest_ev": 2.857,
  "total_energy_ev": -13356.5917
}



17.
{
  "formula": "C3H3F3O",
  "method": "ωB97M-V with the def2-TZVPD basis set",
  "species": ["C", "C", "C", "O", "F", "F", "F", "H", "H", "H"],
  "xyz": [[1.860, -0.127, -0.204], [0.926, -0.302, 0.684], [-1.145, 0.329, 0.073], [-1.873, -0.755, -0.267], [0.687, -0.808, 1.876], [-0.687, 1.009, -1.023], [-1.659, 1.265, 0.898], [2.910, -0.268, -0.014], [1.679, 0.339, -1.212], [-2.698, -0.682, -0.810]],
  "mulliken_charge": [-0.62, 0.32, 0.53, -0.45, -0.17, -0.25, -0.22, 0.31, 0.21, 0.33],
  "de_lowest_ev": 3.715,
  "total_energy_ev": -13355.7345
}



18.
{
  "formula": "C3H3FI2",
  "method": "ωB97M-V with the def2-TZVPD basis set",
  "species": ["C", "C", "C", "F", "I", "I", "H", "H", "H"],
  "xyz": [[-0.082, 0.930, 0.305], [-0.607, -0.194, -0.602], [0.504, -0.499, 0.220], [0.284, -1.266, 1.527], [-2.446, -1.163, -0.327], [2.539, -0.667, -0.403], [0.616, 1.659, -0.267], [-0.417, 1.329, 1.293], [-0.391, -0.129, -1.746]],
  "mulliken_spin": [0.27, 0.09, 0.24, 0.01, 0.75, 0.58, 0.02, 0.01, 0.02],
  "multiplicity": 3,
  "de_lowest_ev": 2.286,
  "total_energy_ev": -22071.4440
}



19.
{
  "formula": "C3H3FInO2",
  "method": "ωB97M-V with the def2-TZVPD basis set",
  "species": ["F", "H", "H", "O", "O", "C", "C", "C", "H", "In"],
  "xyz": [[5.289, -0.329, 1.375], [1.920, -0.184, 1.672], [3.608, -2.339, 2.488], [3.131, -1.506, 4.374], [1.688, -0.077, 3.791], [3.018, -1.599, 3.004], [2.126, -0.674, 2.633], [2.285, -0.622, 4.814], [6.020, -0.714, 1.808], [1.938, -0.085, 6.755]],
  "mulliken_charge": [-0.30, 0.45, 0.48, -0.06, -0.08, 0.11, 0.10, 0.92, 0.46, 0.92],
  "charge": 3,
  "de_lowest_ev": 0.000,
  "total_energy_ev": -15102.9876
}



20.
{
  "formula": "C3H3FMgO2",
  "method": "ωB97M-V with the def2-TZVPD basis set",
  "species": ["H", "H", "O", "C", "C", "H", "O", "C", "F", "Mg"],
  "xyz": [[0.696, 0.589, 0.800], [0.915, 0.610, -1.474], [1.116, -1.297, -0.665], [1.113, 0.178, -0.491], [0.326, -2.115, -0.235], [2.134, 0.415, -0.185], [-0.954, -0.994, 0.649], [-0.799, 0.251, 0.437], [-1.314, 1.300, 1.250], [-3.232, 1.062, -0.086]],
  "mulliken_charge": [0.34, 0.38, 0.01, -0.44, 0.42, 0.34, -0.39, 0.53, -0.09, 0.91],
  "charge": 2,
  "de_lowest_ev": 5.236,
  "total_energy_ev": -15388.6887
}